(1)
Density functional theory data (wB97M-V/def2-TZVPD) for 6 unconnected molecules or ions with the total composition C35H34N6O14.

XYZ file:
```
89
Properties=species:S:1:pos:R:3:mulliken_charge:R:1
O 1.544 -0.044 -6.590 -0.622
O 5.136 -1.822 2.932 -0.265
O -6.662 1.053 -5.730 -0.618
O -5.394 3.564 -2.335 -0.611
O 0.846 1.022 3.660 -0.693
O 0.911 1.986 -6.283 -0.547
O 6.099 -3.851 2.999 -0.537
O 4.723 -0.933 -0.040 -0.471
O -0.552 2.638 3.911 -0.602
O -3.968 5.018 -1.645 -0.629
O 1.551 -3.977 3.360 -0.577
O -5.878 0.785 -7.712 -0.620
O 4.006 0.745 1.212 -0.285
O 2.416 -3.560 5.278 -0.606
N 5.513 0.974 3.070 -0.561
N -0.208 1.487 4.055 1.086
N 1.412 0.947 -5.901 1.051
N -5.747 0.879 -6.510 1.062
N -4.728 4.567 -2.477 1.076
N 1.961 -4.325 4.449 1.165
C -4.851 5.278 -3.757 0.076
C -4.226 7.086 -5.178 -0.400
C 1.354 -7.987 4.169 -0.497
C 2.273 -7.513 6.345 -0.508
C 2.947 -0.308 -2.749 -0.558
C 2.489 -0.272 -4.057 -0.441
C -2.037 0.577 -6.305 -0.153
C 2.343 -6.167 6.028 -0.258
C -3.319 0.635 -6.826 -0.593
C 1.777 -8.421 5.418 -0.397
C -3.180 0.189 5.889 -0.452
C 4.110 -1.407 3.840 0.664
C -2.926 0.815 -4.078 -0.790
C 1.417 -6.642 3.844 -0.249
C -5.729 4.792 -4.710 -0.249
C 5.005 0.060 0.586 0.068
C 1.719 1.996 -3.699 -0.007
C 4.126 0.884 2.639 -0.347
C -1.117 0.574 4.760 -0.045
C 2.790 0.791 -1.919 -0.131
C -4.387 0.789 -5.959 -0.160
C -4.094 6.414 -3.974 -0.431
C 1.908 -5.752 4.782 -0.125
C -2.799 -1.128 6.111 -0.482
C 1.884 0.887 -4.512 -0.184
C -2.335 1.051 5.209 -0.512
C -5.856 5.471 -5.910 -0.523
C -4.211 0.873 -4.591 -0.190
C -1.574 -1.590 5.648 -0.512
C 3.326 -0.191 3.360 -0.378
C 5.146 -3.166 2.732 0.132
C 2.176 1.944 -2.392 -0.870
C -1.841 0.672 -4.933 0.075
C -0.723 -0.737 4.965 -0.079
C -5.108 6.618 -6.143 -0.413
H 2.512 -0.507 2.724 0.226
H -2.625 2.076 5.034 0.467
H -0.840 0.633 -4.526 0.271
H 3.155 0.727 -0.905 0.517
H 3.385 -2.220 3.934 -0.813
H -1.190 0.462 -6.967 0.372
H -3.459 -1.796 6.649 0.384
H -3.478 0.564 -7.891 0.464
H 5.503 1.118 4.073 0.232
H 3.637 1.833 2.858 0.375
H -6.307 3.898 -4.525 0.491
H 2.604 -7.854 7.315 0.376
H -2.771 0.885 -3.010 0.430
H 0.230 -1.094 4.602 0.597
H 6.046 0.383 0.621 0.423
H -6.540 5.106 -6.663 0.406
H 5.920 1.810 2.669 0.258
H 4.227 -3.545 2.262 0.457
H 1.720 -9.471 5.671 0.386
H 2.729 -5.457 6.744 0.438
H 2.912 0.273 4.245 0.410
H 1.087 -6.299 2.875 0.464
H -3.410 6.775 -3.219 0.454
H -5.055 0.989 -3.927 0.457
H 4.516 -1.277 4.841 0.426
H -3.642 7.977 -5.363 0.376
H -1.280 -2.616 5.821 0.408
H -5.213 7.149 -7.080 0.378
H 2.608 -1.128 -4.704 0.469
H 3.428 -1.199 -2.369 0.450
H 1.241 2.889 -4.075 0.495
H 2.053 2.800 -1.744 0.426
H -4.135 0.546 6.247 0.374
H 0.971 -8.696 3.449 0.380
```

- structure (SMILES) = O=[N+]([O-])c1ccccc1.O=[N+]([O-])c1ccccc1.O=[N+]([O-])c1ccccc1.O=[N+]([O-])c1ccccc1.O=[N+]([O-])c1ccccc1.N[C@H](CCOC=O)OC=O
- charge = 0
- calculated total energy (a.u.) = -2735.52848


(2)
Density functional theory data (wB97M-V/def2-TZVPD) for a molecular structure, C22H32CoN7O2Si2.

XYZ file:
```
66
Properties=species:S:1:pos:R:3:lowdin_spin:R:1
Co -0.219 -0.317 -0.857 1.199
Si 1.984 0.231 -1.140 -0.063
Si 0.536 -2.415 -1.216 -0.072
O -0.982 1.617 -0.820 0.005
O 0.076 2.352 1.473 -0.003
N -0.799 3.106 0.947 -0.001
N -0.342 -0.479 1.485 0.012
N -5.024 -1.914 2.269 -0.001
N -0.301 0.065 4.268 0.000
N -4.149 -2.142 -0.034 -0.001
N -1.272 2.703 -0.176 0.002
N -2.159 -1.033 -0.972 -0.003
C -4.274 5.057 -1.944 0.000
C 2.441 -2.549 -1.248 -0.006
C 2.218 1.161 -2.793 -0.005
C -3.427 5.624 -1.000 0.000
C 4.509 -1.303 -1.319 -0.001
C 5.238 -2.483 -1.347 0.000
C -3.068 -1.539 -0.447 -0.002
C 0.989 -0.044 3.483 0.001
C -2.286 3.534 -0.765 0.000
C 4.573 -3.707 -1.322 -0.001
C 2.948 1.340 0.093 -0.020
C -0.024 -3.674 0.117 -0.016
C -4.591 -1.989 1.190 0.000
C -0.018 -3.207 -2.857 -0.013
C 0.727 -0.982 2.313 0.001
C -4.112 3.726 -2.297 0.000
C -1.576 -0.323 2.219 0.002
C 3.187 -3.733 -1.277 -0.001
C 3.111 -1.315 -1.263 -0.003
C -3.115 2.956 -1.714 0.000
C -1.448 0.586 3.426 0.001
C -2.427 4.870 -0.407 0.000
H 5.041 -0.355 -1.333 0.000
H -1.923 -1.305 2.551 0.000
H 1.823 2.178 -2.702 0.000
H -2.344 0.073 1.558 0.000
H 0.464 -1.980 2.688 0.000
H -0.085 -4.688 -0.290 -0.003
H -0.169 0.663 5.080 0.000
H -0.551 -0.866 4.606 0.000
H -1.106 -3.304 -2.892 0.000
H 3.843 1.756 -0.383 -0.003
H 5.139 -4.632 -1.339 0.000
H 6.322 -2.457 -1.387 0.000
H -4.764 3.275 -3.035 0.000
H 1.221 0.961 3.131 0.000
H 0.686 -3.697 0.949 0.000
H -1.759 5.301 0.323 0.000
H 1.756 -0.403 4.170 0.000
H 3.276 1.228 -3.067 -0.001
H 1.633 -1.086 1.712 0.000
H -1.009 -3.416 0.515 0.000
H 2.331 2.167 0.450 0.000
H -2.340 0.572 4.052 0.000
H 0.424 -4.201 -2.988 -0.003
H -5.051 5.653 -2.405 0.000
H -3.538 6.666 -0.726 0.000
H 3.280 0.763 0.963 0.000
H -0.048 0.446 1.134 -0.002
H -2.960 1.919 -1.973 0.000
H 1.684 0.671 -3.610 0.001
H -1.169 1.598 3.142 0.000
H 0.291 -2.587 -3.703 0.000
H 2.676 -4.693 -1.260 0.000
```

- 2S+1 = 2
- charge = -1
- energy above the lowest of the compared OMol25 structures with the same formula, charge and spin (kcal per mole) = 8.6


(3)
Density functional theory data (wB97M-V/def2-TZVPD) for a molecular structure, C12H19Cl4I2N4O3.

XYZ file:
```
44
Properties=species:S:1:pos:R:3:mulliken_charge:R:1
I -3.344 1.781 -1.304 0.220
I -2.678 3.101 2.001 0.227
Cl 0.062 1.649 -6.319 -0.083
Cl -0.748 3.219 -4.042 -0.070
Cl -1.583 0.448 -4.277 -0.093
Cl -2.692 2.451 -6.020 -0.074
O -0.899 -4.471 -2.145 -0.554
O 1.023 3.799 0.372 -0.299
O 2.422 -1.468 3.411 -0.471
N 0.390 -1.312 2.350 0.051
N 0.007 2.004 1.452 0.505
N 1.556 0.547 2.549 -0.584
N -0.325 -0.296 1.776 -0.028
C -0.780 -4.007 0.196 -0.643
C -1.237 1.949 -5.170 0.317
C -0.299 1.082 -1.227 -0.048
C 0.417 0.822 1.910 0.889
C 0.832 3.217 1.621 -0.863
C -0.106 -2.688 2.333 -0.887
C -1.247 2.127 0.803 -0.875
C 0.365 -3.441 1.068 -0.568
C 2.379 3.826 -0.067 -0.757
C -0.861 -3.407 -1.211 -0.330
C 1.498 -0.748 2.806 0.169
C -1.443 1.661 -0.433 0.118
H 0.277 -3.186 3.218 0.290
H 0.305 0.410 -0.619 0.149
H 2.476 -1.244 4.351 0.393
H 0.344 1.911 -1.525 0.058
H 1.772 2.914 2.076 0.458
H -1.763 -2.792 -1.312 0.240
H -1.736 -3.841 0.693 0.331
H -0.005 -2.753 -1.419 0.228
H -0.647 -5.080 0.078 0.414
H 0.934 -2.739 0.455 0.375
H -1.191 -2.630 2.364 0.536
H -1.216 -0.439 1.326 0.375
H 2.913 4.644 0.418 0.341
H 0.275 3.904 2.257 0.352
H 1.061 -4.231 1.339 0.460
H -1.131 -4.131 -3.014 0.318
H -0.639 0.544 -2.105 -0.185
H 2.383 4.018 -1.137 0.242
H 2.880 2.875 0.123 0.353
```

- charge = +1
- calculated total energy (a.u.) = -3349.24780


(4)
Density functional theory data (wB97M-V/def2-TZVPD) for 2 unconnected molecules or ions with the total composition C3H11N5.

XYZ file:
```
19
Properties=species:S:1:pos:R:3:mulliken_charge:R:1
N -0.443 1.552 1.430 -0.880
N -1.458 -1.171 -0.899 -0.467
N 1.719 -0.432 0.658 -0.525
N -0.653 1.547 -0.842 -0.481
N -2.186 -0.952 1.255 -0.820
C 2.199 -0.376 -0.715 -0.723
C -0.601 0.883 0.359 0.707
C -1.455 -0.515 0.311 0.374
H 0.923 -1.061 0.781 0.229
H -0.611 2.552 -0.759 0.264
H -1.309 1.215 -1.532 0.246
H -0.631 -1.103 -1.470 0.222
H 2.024 0.366 1.208 0.292
H -0.381 0.985 2.271 0.239
H -2.243 -0.323 2.052 0.263
H 2.341 -1.390 -1.093 0.260
H 1.506 0.132 -1.396 0.200
H 3.131 0.186 -0.749 0.313
H -1.872 -2.094 -0.870 0.287
```

- structure (SMILES) = [H]/N=C(N)\C(N)=N/[H].CN
- charge = 0
- energy above the lowest of the compared OMol25 structures with the same formula, charge and spin (kcal per mole) = 23.4


(5)
Density functional theory data (wB97M-V/def2-TZVPD) for a single C4H10N2 molecule.

XYZ file:
```
16
Properties=species:S:1:pos:R:3:mulliken_charge:R:1
N 2.389 -0.136 0.631 -0.447
N -2.333 0.117 -0.697 -0.498
C 0.321 -0.002 -0.694 -0.643
C 1.723 0.530 -0.537 -0.398
C -1.833 -0.180 0.655 -0.370
C -0.242 -0.337 0.617 -0.467
H 0.098 -1.508 0.864 0.218
H 2.067 0.355 -1.585 0.332
H 1.693 1.637 -0.273 0.269
H 0.261 -0.764 -1.418 0.317
H 3.151 -0.762 0.390 0.211
H 0.325 0.312 1.260 0.353
H -3.003 0.806 -0.473 0.230
H -0.354 0.779 -0.971 0.353
H -2.287 -1.273 0.955 0.198
H -2.164 0.487 1.461 0.342
```

- charge = 0
- energy above the lowest of the compared OMol25 structures with the same formula, charge and spin (kcal per mole) = 200.2


(6)
Density functional theory data (wB97M-V/def2-TZVPD) for a single C5H9NO molecule.

XYZ file:
```
16
Properties=species:S:1:pos:R:3:mulliken_charge:R:1
O -0.849 1.564 -1.323 -0.430
N -1.180 0.125 1.342 -0.605
C -0.863 0.534 -2.295 -0.474
C -0.044 -0.785 1.323 0.153
C -0.795 -0.494 0.072 -0.361
C 1.362 -0.286 1.554 -1.352
C -0.181 0.343 -1.014 0.108
H -0.256 -1.737 1.809 0.391
H 1.554 -0.183 2.627 0.353
H 1.526 0.694 1.093 0.364
H -0.282 0.731 -3.197 0.251
H 2.101 -0.984 1.143 0.297
H -1.516 -1.231 -0.277 0.380
H -0.870 1.095 1.357 0.296
H 0.906 0.437 -1.013 0.381
H -1.829 0.056 -2.455 0.250
```

- structure (SMILES) = C[C@H]1N[C@H]1[C@H]1CO1
- charge = 0
- energy above the lowest of the compared OMol25 structures with the same formula, charge and spin (kcal per mole) = 69.8